# 1
106
Properties=species:S:1:pos:R:3 method="wB97M-V/def2-TZVPD" smiles="CCN(CC)C(=S)SCCC[C@H]1COC(=O)C1.COC[C@@H](C)N.COC[C@@H](C)N.COC[C@@H](C)N.COC[C@@H](C)N" gap_ha=0.284 energy_ev=-71486.772
C -1.314 -2.652 -0.431
C -0.178 -1.702 -1.207
N 0.240 -0.649 -0.205
C 1.469 -1.038 0.585
C 2.865 -1.087 -0.272
C 0.336 0.735 -0.807
S 1.016 1.008 -2.379
S -0.378 2.150 0.251
C 0.934 3.429 0.639
C 1.805 3.948 -0.650
C 2.493 5.435 -0.316
C 4.149 5.347 -0.439
C 4.633 6.575 -1.413
O 4.815 7.723 -0.497
C 5.210 7.189 0.830
O 5.755 8.015 1.761
C 4.934 5.571 0.988
H -2.286 -2.782 -1.073
H -0.866 -3.708 -0.168
H -1.605 -2.111 0.590
H 0.720 -2.371 -1.601
H -0.721 -1.292 -2.162
H 1.613 -0.360 1.555
H 1.286 -2.138 1.013
H 2.777 -1.736 -1.256
H 3.225 -0.004 -0.603
H 3.724 -1.591 0.373
H 0.356 4.384 1.061
H 1.675 3.118 1.518
H 1.192 4.059 -1.645
H 2.655 3.131 -0.832
H 2.173 5.731 0.790
H 2.053 6.226 -1.062
H 4.552 4.374 -0.985
H 5.700 6.318 -1.833
H 3.853 6.941 -2.205
H 4.237 5.487 1.926
H 5.990 5.064 0.993
C 3.792 -2.758 3.496
O 2.670 -3.260 2.785
C 2.892 -4.519 2.144
C 2.711 -5.743 3.070
C 3.890 -5.974 4.011
N 1.478 -5.639 3.867
H 4.738 -3.009 3.007
H 3.781 -3.131 4.522
H 3.705 -1.669 3.541
H 2.135 -4.582 1.352
H 3.866 -4.534 1.641
H 2.631 -6.631 2.430
H 3.918 -5.257 4.836
H 3.829 -6.972 4.460
H 4.840 -5.911 3.470
H 0.684 -5.572 3.229
H 1.492 -4.726 4.329
C -5.374 4.281 1.891
O -4.029 3.830 1.842
C -3.449 3.561 3.122
C -3.780 2.160 3.687
C -5.190 2.054 4.263
N -3.601 1.112 2.670
H -5.569 4.907 2.767
H -6.055 3.428 1.871
H -5.565 4.874 0.993
H -2.364 3.613 2.968
H -3.698 4.354 3.837
H -3.081 1.963 4.508
H -5.960 2.009 3.489
H -5.288 1.142 4.863
H -5.410 2.906 4.916
H -2.632 1.131 2.350
H -4.132 1.398 1.843
C 1.035 -7.096 -0.714
O 0.608 -6.058 -1.584
C 0.965 -6.253 -2.956
C -0.010 -7.160 -3.742
C 0.170 -8.647 -3.446
N -1.412 -6.790 -3.491
H 1.998 -7.519 -1.016
H 0.273 -7.876 -0.662
H 1.142 -6.674 0.289
H 0.935 -5.255 -3.410
H 2.000 -6.602 -3.043
H 0.196 -7.017 -4.809
H -0.229 -8.934 -2.469
H -0.357 -9.250 -4.194
H 1.228 -8.927 -3.480
H -1.547 -5.818 -3.772
H -1.542 -6.766 -2.476
C -4.888 2.644 -4.336
O -3.794 2.378 -3.472
C -2.777 3.384 -3.479
C -3.069 4.587 -2.554
C -4.090 5.565 -3.131
N -3.527 4.149 -1.226
H -4.577 3.159 -5.251
H -5.647 3.226 -3.810
H -5.340 1.688 -4.614
H -1.871 2.888 -3.108
H -2.554 3.707 -4.503
H -2.130 5.141 -2.428
H -5.113 5.182 -3.085
H -4.077 6.505 -2.569
H -3.859 5.800 -4.175
H -2.800 3.565 -0.809
H -4.303 3.498 -1.373

# 2
101
Properties=species:S:1:pos:R:3 method="wB97M-V/def2-TZVPD" spin_multiplicity=2 gap_ha="0.071 / 0.313" energy_ev=-38141.592 total_charge=-1 s2=0.75
C -2.280 -0.894 1.681
C -2.017 -1.376 3.097
C -2.026 -0.039 3.955
O -1.474 0.917 3.010
C -1.626 0.523 1.681
H -3.367 -0.876 1.604
H -1.814 -1.496 0.901
H -0.977 -1.699 3.133
H -2.632 -2.158 3.543
H -1.480 -0.189 4.886
H -3.018 0.349 4.188
H -0.599 0.483 1.318
H -2.067 1.375 1.164
C -2.598 3.573 -1.433
C -2.006 4.825 -0.695
N -1.753 4.625 0.757
C -2.969 4.309 1.507
C -2.865 4.578 2.997
C -0.571 3.712 1.008
C 0.801 4.382 0.565
H -3.085 3.889 -2.356
H -3.405 3.167 -0.824
H -1.861 2.799 -1.647
H -1.103 4.967 -1.290
H -2.681 5.645 -0.938
H -3.868 4.757 1.083
H -3.229 3.258 1.383
H -1.911 4.393 3.491
H -3.090 5.619 3.230
H -3.658 4.031 3.507
H -0.704 2.710 0.600
H -0.512 3.677 2.095
H 1.593 3.801 1.038
H 0.793 5.435 0.847
H 0.971 4.252 -0.503
C -1.269 1.434 -5.004
C -0.641 0.237 -4.174
N 0.812 0.474 -4.095
C 1.534 0.072 -5.234
C 2.886 0.716 -5.134
C 1.247 -0.253 -2.871
C 1.023 0.638 -1.598
H -0.948 1.309 -6.038
H -0.821 2.342 -4.599
H -2.351 1.458 -4.877
H -1.189 0.387 -3.243
H -0.938 -0.763 -4.488
H 1.102 0.398 -6.179
H 1.622 -1.014 -5.281
H 2.988 1.755 -4.821
H 3.289 0.823 -6.141
H 3.607 0.075 -4.625
H 0.718 -1.196 -2.737
H 2.305 -0.483 -3.002
H 1.215 0.114 -0.662
H 1.573 1.577 -1.534
H -0.012 0.950 -1.457
C 4.807 2.309 5.964
C 4.827 0.911 5.556
N 3.490 0.432 5.045
C 3.026 1.125 3.753
C 1.599 0.754 3.446
C 3.468 -1.022 4.983
C 4.479 -1.587 3.963
H 4.855 3.092 5.208
H 5.716 2.421 6.556
H 4.045 2.471 6.726
H 5.557 0.863 4.748
H 5.134 0.277 6.388
H 3.202 2.169 4.012
H 3.692 0.841 2.939
H 1.018 1.187 4.261
H 1.230 1.299 2.577
H 1.277 -0.277 3.298
H 2.514 -1.527 4.829
H 3.637 -1.348 6.010
H 5.475 -1.144 3.961
H 4.097 -1.270 2.993
H 4.484 -2.670 4.087
C 0.324 -4.182 -4.263
C -0.429 -4.269 -2.969
N -1.836 -4.832 -3.025
C -1.729 -6.275 -3.214
C -3.027 -7.071 -3.281
C -2.470 -4.516 -1.732
C -2.663 -3.068 -1.559
H 1.245 -3.602 -4.304
H -0.324 -3.781 -5.042
H 0.716 -5.179 -4.463
H 0.076 -4.885 -2.226
H -0.445 -3.239 -2.612
H -1.188 -6.415 -4.150
H -1.126 -6.785 -2.463
H -2.677 -8.012 -3.704
H -3.361 -7.195 -2.251
H -3.767 -6.582 -3.915
H -2.003 -4.982 -0.865
H -3.492 -4.890 -1.671
H -3.368 -2.823 -0.765
H -2.992 -2.504 -2.431
H -1.756 -2.591 -1.186

# 3
115
Properties=species:S:1:pos:R:3 method="wB97M-V/def2-TZVPD" smiles="CCCN[C@H](C#N)[C@@](C#N)([PH2]=S)S(C)(=O)=O.COC[C@@H](C)N.COC[C@@H](C)N.COC[C@@H](C)N.COC[C@@H](C)N.COC[C@@H](C)N" gap_ha=0.335 energy_ev=-87363.469
C -3.014 4.293 5.760
C -3.991 3.949 4.633
C -3.363 3.852 3.241
N -2.697 5.109 2.891
C -1.911 5.137 1.675
C -2.335 4.170 0.638
N -2.640 3.373 -0.126
C -0.376 5.026 1.953
C 0.369 5.293 0.729
N 0.927 5.525 -0.245
P -0.011 6.424 3.184
S -0.725 8.125 2.612
S 0.284 3.501 2.708
C -0.167 2.166 1.665
O 1.712 3.668 2.648
O -0.333 3.342 3.997
H -2.201 4.927 5.407
H -3.533 4.834 6.555
H -2.597 3.394 6.218
H -4.779 4.711 4.582
H -4.497 3.003 4.839
H -4.163 3.616 2.527
H -2.628 3.044 3.235
H -3.378 5.855 2.834
H -2.020 6.135 1.235
H 1.381 6.340 3.303
H -0.513 5.896 4.373
H 0.194 2.299 0.646
H -1.251 2.041 1.647
H 0.267 1.285 2.143
C 2.221 -0.489 -1.244
O 1.723 -0.537 0.080
C 0.796 -1.572 0.345
C 1.418 -2.938 0.657
C 1.938 -3.671 -0.574
N 2.480 -2.862 1.662
H 1.455 -0.787 -1.966
H 3.100 -1.125 -1.374
H 2.512 0.543 -1.444
H 0.245 -1.241 1.232
H 0.072 -1.653 -0.477
H 0.611 -3.546 1.083
H 2.891 -3.265 -0.916
H 2.097 -4.723 -0.338
H 1.218 -3.620 -1.392
H 2.109 -2.488 2.530
H 3.164 -2.177 1.352
C -0.502 -6.288 -2.851
O -0.630 -5.642 -1.600
C -1.867 -5.814 -0.938
C -1.986 -7.115 -0.135
C -2.235 -8.353 -0.991
N -0.824 -7.352 0.721
H -1.453 -6.296 -3.393
H -0.142 -7.315 -2.748
H 0.230 -5.727 -3.433
H -1.931 -4.979 -0.234
H -2.698 -5.710 -1.649
H -2.853 -6.985 0.521
H -1.324 -8.682 -1.491
H -2.575 -9.176 -0.363
H -2.996 -8.166 -1.752
H -0.722 -6.598 1.394
H 0.009 -7.316 0.141
C -0.254 -5.062 4.208
O -0.871 -6.290 3.876
C -0.655 -7.353 4.785
C -1.584 -7.350 6.004
C -1.225 -6.306 7.056
N -2.994 -7.195 5.641
H 0.705 -5.221 4.710
H -0.890 -4.440 4.844
H -0.073 -4.524 3.276
H -0.845 -8.262 4.208
H 0.398 -7.373 5.095
H -1.476 -8.337 6.466
H -1.538 -5.307 6.750
H -1.734 -6.531 7.993
H -0.150 -6.286 7.246
H -3.278 -7.961 5.038
H -3.083 -6.363 5.065
C -2.072 2.569 -4.627
O -1.000 2.998 -3.815
C -0.023 3.797 -4.459
C -0.384 5.283 -4.575
C -1.417 5.596 -5.652
N -0.829 5.847 -3.298
H -1.739 2.366 -5.650
H -2.884 3.300 -4.659
H -2.461 1.647 -4.194
H 0.874 3.712 -3.845
H 0.221 3.376 -5.444
H 0.545 5.795 -4.849
H -2.423 5.324 -5.330
H -1.423 6.665 -5.863
H -1.198 5.064 -6.580
H -0.086 5.726 -2.616
H -1.585 5.260 -2.953
C 3.475 1.847 -4.678
O 3.177 3.226 -4.616
C 4.132 4.035 -3.954
C 5.324 4.458 -4.820
C 6.343 3.349 -5.055
N 4.915 5.013 -6.112
H 4.001 1.514 -3.777
H 4.076 1.594 -5.555
H 2.526 1.314 -4.747
H 3.589 4.935 -3.654
H 4.473 3.537 -3.036
H 5.827 5.260 -4.269
H 5.989 2.633 -5.798
H 7.274 3.773 -5.432
H 6.562 2.807 -4.133
H 4.337 5.834 -5.966
H 4.306 4.340 -6.569

# 4
119
Properties=species:S:1:pos:R:3 method="wB97M-V/def2-TZVPD" gap_ha=0.084 e_above_lowest_kj_mol=374.9 energy_ev=-72360.455 total_charge=+2
N -0.961 -0.519 1.619
O -0.658 0.631 1.256
O -1.626 -1.278 1.005
O -0.489 -0.951 2.661
C 2.529 8.929 -2.339
O 2.196 7.631 -2.820
O 1.381 9.780 -2.431
C 3.422 8.784 -1.026
F 3.869 10.035 -0.753
F 2.869 8.317 0.073
F 4.458 7.921 -1.214
C 1.429 6.684 -2.158
C 2.141 5.285 -2.136
H 3.058 5.308 -1.548
H 1.616 4.512 -1.576
H 2.192 4.884 -3.149
H 0.431 6.570 -2.582
H 1.346 6.896 -1.092
H 3.225 9.232 -3.121
C 7.604 1.412 4.504
O 6.275 0.959 4.775
C 5.303 1.292 3.773
C 3.889 1.187 4.373
N 3.764 -0.204 5.069
H 2.836 -0.601 5.038
H 4.216 -0.894 4.487
C 4.188 -0.352 6.577
C 3.555 -1.641 7.280
O 2.115 -1.509 7.251
C 1.338 -2.361 8.165
H 7.565 2.454 4.185
H 8.117 0.874 3.706
H 8.307 1.345 5.334
H 5.554 0.596 2.972
H 5.509 2.295 3.398
H 3.049 1.135 3.680
H 3.722 1.842 5.227
H 3.896 0.566 7.086
H 5.272 -0.335 6.684
H 3.873 -1.569 8.321
H 3.837 -2.633 6.929
H 0.947 -3.168 7.545
H 0.551 -1.735 8.584
H 2.002 -2.842 8.883
C -0.199 3.229 -7.426
O -1.507 3.746 -7.545
C -2.439 2.903 -8.138
C -3.792 3.350 -7.629
N -4.151 2.823 -6.227
H -5.000 3.204 -5.834
H -4.345 1.832 -6.258
C -3.059 2.870 -5.173
C -3.491 2.038 -3.951
O -4.740 2.327 -3.377
C -5.084 1.467 -2.264
H -0.121 2.430 -6.689
H 0.524 3.944 -7.034
H 0.165 2.834 -8.375
H -2.190 1.842 -8.098
H -2.300 3.125 -9.196
H -4.588 3.022 -8.298
H -3.845 4.438 -7.652
H -3.068 3.942 -4.977
H -2.121 2.544 -5.622
H -2.614 2.178 -3.319
H -3.536 0.993 -4.260
H -6.012 1.907 -1.900
H -4.322 1.668 -1.510
H -5.265 0.405 -2.432
C -5.436 -4.156 0.315
O -5.972 -4.424 1.631
C -7.119 -3.547 2.018
C -7.529 -3.860 3.527
N -6.567 -3.157 4.483
H -6.791 -2.173 4.451
H -6.747 -3.481 5.422
C -5.049 -3.384 4.312
C -4.278 -2.874 5.508
O -4.714 -1.502 5.827
C -3.762 -0.518 5.409
H -6.105 -3.834 -0.483
H -5.148 -5.155 -0.012
H -4.640 -3.421 0.429
H -7.895 -3.772 1.286
H -6.866 -2.490 1.930
H -7.425 -4.909 3.806
H -8.523 -3.547 3.848
H -4.771 -2.859 3.399
H -4.916 -4.460 4.192
H -3.195 -2.967 5.431
H -4.556 -3.551 6.315
H -2.724 -0.789 5.603
H -4.162 0.379 5.882
H -3.800 -0.369 4.330
C 3.248 -7.457 -2.809
O 2.793 -6.145 -2.653
C 2.218 -5.909 -1.367
C 1.902 -4.379 -1.211
N 2.918 -3.596 -2.051
H 3.803 -3.667 -1.569
H 2.959 -3.967 -2.989
C 2.487 -2.106 -2.154
C 3.563 -1.427 -3.001
O 3.673 -2.109 -4.312
C 4.206 -1.309 -5.351
H 4.028 -7.795 -2.127
H 3.519 -7.359 -3.861
H 2.435 -8.168 -2.664
H 2.994 -6.219 -0.667
H 1.316 -6.474 -1.135
H 2.063 -4.040 -0.187
H 0.964 -4.097 -1.690
H 2.460 -1.715 -1.137
H 1.537 -1.917 -2.653
H 4.535 -1.398 -2.509
H 3.191 -0.411 -3.125
H 4.412 -1.864 -6.267
H 5.229 -1.054 -5.075
H 3.626 -0.421 -5.603